# C45H120O15

A 15-piece molecular cluster, C45H120O15 overall (the ωB97M-V functional and the def2-TZVPD basis, OMol25).

ORCA input file:
```
! wB97M-V def2-TZVPD RIJCOSX def2/J DEFGRID3
* xyz 1 2
C -0.406 -6.137 0.865
C -0.569 -4.988 -0.097
C -2.049 -4.584 -0.230
O 0.203 -3.887 0.379
H -1.010 -6.968 0.501
H -0.744 -5.842 1.859
H 0.644 -6.426 0.895
H -0.148 -5.238 -1.070
H -2.643 -4.654 0.681
H -2.584 -5.306 -0.846
H -2.088 -3.564 -0.612
H 1.131 -4.094 0.505
C -1.361 -1.367 3.431
C -2.026 -2.516 4.218
C -1.627 -3.945 3.704
O -1.498 -2.463 5.573
H -1.479 -0.385 3.889
H -1.790 -1.483 2.436
H -0.293 -1.558 3.326
H -3.113 -2.440 4.240
H -0.560 -4.129 3.836
H -1.811 -4.049 2.634
H -2.290 -4.657 4.194
H -1.679 -1.578 5.899
C 0.955 -0.750 -1.317
C 0.012 -0.544 -0.143
C -0.578 0.885 -0.078
O -1.044 -1.420 -0.126
H 1.185 -1.798 -1.506
H 1.916 -0.352 -0.991
H 0.492 -0.306 -2.199
H 0.443 -0.781 0.830
H -0.946 1.198 -1.055
H 0.170 1.666 0.057
H -1.363 0.928 0.676
H -0.616 -2.278 -0.069
C 6.529 -1.814 1.081
C 5.758 -1.840 -0.223
C 6.284 -2.729 -1.350
O 4.375 -2.213 -0.045
H 6.842 -2.806 1.407
H 5.986 -1.355 1.907
H 7.435 -1.238 0.895
H 5.694 -0.821 -0.604
H 7.218 -2.400 -1.807
H 5.545 -2.718 -2.151
H 6.494 -3.753 -1.043
H 3.983 -1.448 0.383
C 0.431 3.564 -2.686
C 0.062 4.157 -4.045
C -0.625 3.109 -4.887
O -0.885 5.221 -3.828
H 1.082 2.694 -2.779
H -0.483 3.389 -2.118
H 0.974 4.338 -2.144
H 0.937 4.654 -4.465
H 0.005 2.224 -4.973
H -0.916 3.504 -5.860
H -1.528 2.817 -4.352
H -1.204 5.537 -4.677
C 1.975 1.753 5.463
C 1.789 0.751 4.277
C 1.004 1.555 3.246
O 3.024 0.309 3.886
H 0.980 2.121 5.714
H 2.613 2.585 5.165
H 2.388 1.294 6.362
H 1.221 -0.138 4.549
H 0.021 1.884 3.581
H 0.786 0.929 2.380
H 1.540 2.487 3.068
H 3.401 -0.199 4.609
C -3.575 1.674 3.422
C -3.240 2.619 4.552
C -4.321 2.825 5.569
O -2.098 2.206 5.195
H -4.552 1.923 3.007
H -3.777 0.652 3.741
H -2.785 1.686 2.671
H -3.140 3.595 4.077
H -4.566 1.938 6.154
H -5.237 3.090 5.042
H -4.079 3.597 6.298
H -1.783 3.020 5.593
C -1.933 -0.338 -3.822
C -3.243 -0.589 -3.114
C -3.602 -2.063 -3.084
O -3.078 -0.167 -1.782
H -1.535 0.674 -3.756
H -2.086 -0.590 -4.871
H -1.158 -0.981 -3.405
H -4.061 0.026 -3.487
H -2.798 -2.670 -2.669
H -3.812 -2.518 -4.052
H -4.481 -2.297 -2.483
H -2.298 -0.551 -1.377
C 5.547 2.011 1.620
C 4.190 1.823 0.937
C 4.155 2.227 -0.563
O 3.659 0.544 1.108
H 5.944 3.025 1.670
H 6.272 1.373 1.115
H 5.559 1.730 2.673
H 3.515 2.442 1.528
H 3.120 2.209 -0.904
H 4.719 1.475 -1.115
H 4.583 3.217 -0.717
H 3.147 0.559 1.920
C -4.590 -1.047 0.994
C -5.907 -0.494 0.425
C -6.738 0.088 1.559
O -5.511 0.490 -0.490
H -4.003 -1.570 0.239
H -4.833 -1.804 1.739
H -4.022 -0.238 1.453
H -6.463 -1.268 -0.105
H -6.506 -0.356 2.527
H -7.799 -0.036 1.341
H -6.500 1.125 1.792
H -4.636 0.187 -0.743
C -4.415 4.732 -4.062
C -4.249 4.579 -2.600
C -3.669 3.303 -2.089
O -3.294 5.588 -2.245
H -5.202 4.026 -4.328
H -3.554 4.375 -4.628
H -4.663 5.766 -4.301
H -5.187 4.743 -2.069
H -2.641 3.217 -2.441
H -4.248 2.458 -2.459
H -3.646 3.191 -1.005
H -2.460 5.412 -2.685
C 2.688 -3.674 -3.143
C 1.520 -4.471 -3.834
C 0.228 -3.624 -3.793
O 1.867 -4.514 -5.189
H 2.699 -2.626 -3.443
H 3.602 -4.138 -3.513
H 2.628 -3.795 -2.062
H 1.402 -5.471 -3.416
H -0.513 -4.144 -4.399
H 0.298 -2.660 -4.297
H -0.200 -3.537 -2.795
H 1.220 -5.134 -5.533
C 1.866 -0.076 -4.941
C 3.307 0.519 -5.142
C 4.237 0.073 -4.011
O 3.781 0.078 -6.418
H 1.223 0.452 -5.645
H 1.382 0.160 -3.993
H 1.816 -1.139 -5.177
H 3.291 1.600 -5.007
H 5.161 0.652 -4.006
H 4.480 -0.989 -3.998
H 3.742 0.280 -3.062
H 3.923 -0.870 -6.373
C -1.851 4.517 1.283
C -1.702 5.616 2.361
C -0.719 6.730 2.093
O -2.995 6.192 2.504
H -2.660 3.821 1.508
H -0.855 4.084 1.195
H -2.168 5.052 0.388
H -1.311 5.073 3.221
H 0.325 6.451 1.949
H -0.775 7.535 2.826
H -1.078 7.220 1.188
H -3.135 6.583 1.638
C 4.170 -4.898 2.753
C 2.822 -4.303 2.364
C 2.688 -2.858 2.909
O 2.759 -4.177 0.956
H 4.558 -4.479 3.682
H 4.963 -4.691 2.035
H 4.059 -5.966 2.944
H 1.977 -4.847 2.785
H 1.710 -2.457 2.642
H 3.469 -2.194 2.536
H 2.619 -2.821 3.996
H 3.478 -3.596 0.697
*
```

Calculated values
* <S²>: 0.754
* frontier orbital gap (spin up / spin down): 9.85 / 2.75 eV
* HOMO level (spin up / spin down): -11.35 / -11.35 eV

These are the Löwdin partial charges, in e, on atoms 1 to 6: atom 1 (C): -0.03, atom 2 (C): -0.46, atom 3 (C): -0.03, atom 4 (O): -0.08, atom 5 (H): 0.09, atom 6 (H): 0.07

# C45H122N6O13

C45H122N6O13 as an isolated structure (the ωB97M-V functional and the def2-TZVPD basis, OMol25).

ORCA input file:
```
! wB97M-V def2-TZVPD RIJCOSX def2/J DEFGRID3
* xyz 0 1
C 1.725 -4.188 -2.879
C 0.393 -3.640 -2.256
C 0.413 -2.072 -2.275
O -0.631 -3.957 -3.163
H 1.642 -5.122 -3.435
H 2.648 -4.072 -2.310
H 1.866 -3.509 -3.720
H 0.283 -4.129 -1.288
H -0.446 -1.616 -1.783
H 0.591 -1.756 -3.303
H 1.338 -1.694 -1.840
H -0.535 -4.891 -3.360
C -0.992 -5.198 0.690
C -1.780 -3.912 0.674
C -1.075 -2.702 -0.034
O -2.993 -4.274 0.002
H -0.618 -5.444 -0.304
H -1.533 -6.061 1.077
H -0.195 -5.241 1.432
H -2.115 -3.721 1.694
H -1.694 -1.809 -0.125
H -0.691 -3.102 -0.972
H -0.351 -2.379 0.715
H -3.498 -4.963 0.440
C -0.481 -3.002 3.555
C -0.009 -1.535 3.430
C 1.447 -1.395 3.088
O -0.723 -1.043 2.322
H -0.298 -3.700 2.738
H -1.564 -3.050 3.673
H 0.045 -3.295 4.463
H -0.298 -1.034 4.354
H 1.746 -0.353 3.203
H 1.593 -1.820 2.095
H 2.006 -2.052 3.754
H -1.579 -0.741 2.635
C -2.913 1.044 2.660
C -2.127 0.141 3.700
C -2.431 0.487 5.146
O -2.454 -1.189 3.535
H -3.066 0.549 1.701
H -2.417 2.005 2.523
H -3.888 1.343 3.046
H -1.041 0.206 3.632
H -1.932 -0.212 5.817
H -3.492 0.510 5.393
H -1.963 1.400 5.516
H -3.178 -1.214 4.166
C -0.240 2.545 3.822
C 0.555 3.712 3.114
C 1.019 3.367 1.770
O -0.293 4.808 3.070
H -0.504 2.844 4.836
H 0.419 1.687 3.955
H -1.157 2.243 3.317
H 1.344 4.085 3.767
H 1.609 4.135 1.269
H 0.213 3.092 1.090
H 1.729 2.547 1.659
H -1.135 4.655 2.635
C -0.268 1.027 1.116
C -0.402 -0.116 0.085
C 0.011 0.340 -1.284
O 0.419 -1.201 0.478
H -0.588 0.659 2.090
H -0.954 1.846 0.898
H 0.727 1.470 1.165
H -1.451 -0.411 0.035
H -0.344 -0.366 -2.035
H 1.092 0.454 -1.363
H -0.410 1.313 -1.536
H 0.220 -1.354 1.404
C 1.899 0.021 -2.555
C 3.081 -0.331 -3.509
C 2.955 0.182 -4.973
O 4.193 0.206 -2.907
H 2.047 -0.506 -1.613
H 0.884 -0.179 -2.897
H 1.987 1.058 -2.232
H 3.189 -1.413 -3.582
H 2.037 -0.094 -5.492
H 3.876 -0.193 -5.420
H 3.085 1.258 -5.085
H 3.921 1.126 -2.934
C -0.159 4.736 -4.815
C -1.001 4.248 -3.588
C -0.723 2.829 -3.077
O -1.403 2.009 -3.986
C -1.348 0.594 -3.743
N -0.709 5.229 -2.582
H -0.277 3.983 -5.595
H 0.927 4.735 -4.725
H -0.489 5.670 -5.268
H -2.051 4.383 -3.849
H -1.206 2.720 -2.107
H 0.337 2.576 -3.030
H -0.317 0.350 -3.488
H -1.712 0.280 -4.722
H -1.979 0.153 -2.971
H 0.078 4.887 -2.049
H -1.440 5.119 -1.893
C -3.079 3.217 4.501
C -3.250 4.519 3.624
C -3.108 4.226 2.164
O -1.820 3.896 1.729
C -1.717 3.489 0.312
N -4.599 5.108 3.966
H -3.146 3.483 5.556
H -2.140 2.695 4.320
H -3.923 2.543 4.351
H -2.506 5.254 3.932
H -3.532 5.057 1.602
H -3.731 3.363 1.929
H -2.505 3.956 -0.279
H -1.983 2.432 0.292
H -0.701 3.648 -0.049
H -4.424 5.574 4.845
H -4.735 5.900 3.354
C -2.056 -1.408 -2.994
C -3.419 -1.521 -2.221
C -4.028 -0.136 -1.911
O -3.272 0.569 -0.994
C -3.364 0.053 0.318
N -4.199 -2.337 -3.121
H -2.134 -1.018 -4.009
H -1.580 -2.389 -3.024
H -1.343 -0.753 -2.494
H -3.200 -2.092 -1.319
H -5.066 -0.239 -1.597
H -4.097 0.423 -2.844
H -2.862 0.713 1.025
H -2.837 -0.898 0.394
H -4.420 -0.025 0.580
H -3.774 -3.253 -3.116
H -5.038 -2.583 -2.615
C 2.024 1.982 -0.521
C 2.110 3.308 -1.290
C 1.867 4.660 -0.481
O 0.505 4.724 -0.093
C 0.078 5.922 0.457
N 3.505 3.415 -1.696
H 2.215 1.066 -1.080
H 0.979 1.897 -0.223
H 2.578 1.924 0.416
H 1.472 3.281 -2.174
H 2.139 5.509 -1.109
H 2.522 4.542 0.382
H 0.530 6.795 -0.013
H 0.313 6.005 1.518
H -0.972 6.048 0.196
H 4.193 3.333 -0.961
H 3.655 4.339 -2.076
C 3.592 -2.669 -1.755
C 4.033 -1.951 -0.507
C 2.964 -0.950 -0.090
O 3.464 -0.364 1.079
C 2.769 0.709 1.593
N 4.233 -3.032 0.481
H 2.575 -3.051 -1.661
H 4.286 -3.434 -2.102
H 3.523 -1.988 -2.603
H 4.995 -1.492 -0.732
H 1.955 -1.227 0.214
H 3.017 -0.190 -0.869
H 3.148 0.917 2.594
H 1.682 0.635 1.624
H 2.929 1.618 1.013
H 4.610 -2.717 1.364
H 3.428 -3.603 0.697
C 1.907 -6.433 -1.390
C 2.887 -5.913 -0.305
C 2.150 -4.985 0.746
O 1.852 -3.775 0.063
C 1.339 -2.775 0.963
N 3.591 -7.072 0.328
H 2.314 -7.088 -2.161
H 1.576 -5.491 -1.828
H 1.117 -6.984 -0.879
H 3.648 -5.310 -0.801
H 2.763 -4.872 1.640
H 1.223 -5.447 1.085
H 0.512 -3.053 1.615
H 1.036 -1.956 0.311
H 2.137 -2.559 1.674
H 2.957 -7.504 0.985
H 3.637 -7.832 -0.336
*
```

Calculated values
* frontier orbital gap: 8.08 eV
* HOMO level: -7.89 eV

These are the Löwdin partial charges, in e, on atoms 1 to 6: atom 1 (C): -0.11, atom 2 (C): -0.39, atom 3 (C): -0.08, atom 4 (O): -0.03, atom 5 (H): 0.09, atom 6 (H): 0.02

The records above yield strongest force on any atom values of 3.785, 18.248 eV Å⁻¹, respectively.
The records above yield energy above the lowest of the compared OMol25 structures with the same formula, charge and spin values of 0.684, 54.431 eV, respectively.